(1)
The following is a quantum chemistry calculation of C2H2OS in the gas phase in a non-equilibrium geometry, from the OMol25 dataset.

Geometry (Å):
C 0.4403 -0.2549 0.5935
C 0.4235 -0.2618 -0.7201
O -1.9565 0.8430 0.0969
S -1.2545 -0.4251 -0.0011
H 1.0705 -0.0620 1.4363
H 1.2766 0.1607 -1.4055

Summary:
energy relative to the best compared isomer or geometry (same formula, charge and spin)	1.991	eV
E_HOMO	-9.974	eV
lowest unoccupied orbital energy	0.846	eV
HOMO-LUMO gap	0.398	Ha

***

(2)
The following is a quantum chemistry calculation of 2 unconnected molecules or ions with the total composition CH2N2O3 in a non-equilibrium geometry, from the OMol25 dataset.

Geometry (Å):
C 0.2122 0.3872 -1.7097
N 1.0820 -0.2522 -2.1650
N -0.6860 -0.5533 1.4851
O -0.5172 1.2610 -1.5524
O -0.3023 0.5674 2.1573
O 0.1409 -1.1523 0.8365
H -1.0351 0.9256 2.6786
H 1.1055 -1.1835 -1.7305

Summary:
energy relative to the best compared isomer or geometry (same formula, charge and spin)	1.298	eV
E_HOMO	-10.744	eV
lowest unoccupied orbital energy	-0.235	eV
SMILES	N=C=O.O=NO
HOMO-LUMO gap	0.386	Ha

***

(3)
The following is a quantum chemistry calculation of 3 unconnected molecules or ions with the total composition C24H17ClF2O11S in a non-equilibrium geometry, from the OMol25 dataset.

Geometry (Å):
C -1.0680 2.4811 -1.2448
C -1.7656 2.6082 0.0959
O -1.5688 3.5796 0.7807
O -2.6874 1.6535 0.5591
C -2.2227 0.3462 0.6393
O -2.8569 -0.5234 0.0921
C -0.9808 -0.0234 1.4431
C 0.2526 0.0663 0.5307
C 1.3659 0.7148 1.0179
C 2.4672 0.8353 0.1973
S 3.8837 1.6919 0.9096
C 2.4742 0.3227 -1.0981
C 1.3282 -0.3567 -1.5202
C 0.2172 -0.4954 -0.7284
C 1.2116 -0.9650 -2.9101
O 0.1612 -1.4620 -3.2632
C 2.3896 -0.8959 -3.8237
C 2.3630 -1.4860 -5.0618
C 3.4377 -1.3824 -5.9026
Cl 3.4515 -2.1208 -7.4868
C 4.5607 -0.6731 -5.5200
C 4.5827 -0.1122 -4.2665
C 3.5146 -0.2065 -3.4024
C 3.6367 0.4690 -2.0454
O 4.6417 1.1066 -1.8276
H -0.0011 2.3448 -1.0256
H -1.3688 1.5990 -1.8225
H -1.1598 3.3772 -1.8590
H -0.8354 0.6613 2.2883
H -1.0704 -1.0274 1.8655
H 1.3548 1.1108 2.0266
H 3.7749 2.9568 0.4441
H -0.6864 -1.0131 -1.0320
H 1.4978 -2.0435 -5.4101
H 5.4363 -0.5521 -6.1487
H 5.4745 0.4395 -3.9836
C 3.0349 0.2131 6.0594
C 1.7956 0.9131 5.5650
O 1.5748 0.2979 4.3072
C 2.0849 -0.9689 4.4022
O 1.8427 -1.8413 3.6414
O 2.8937 -1.0883 5.4832
F 2.0151 2.2362 5.3753
H 3.9484 0.6792 5.6868
H 3.0829 0.1578 7.1443
H 0.9158 0.7776 6.1970
C -7.5069 -0.8241 0.0801
C -6.3380 -0.8640 1.0289
O -6.1828 -2.2491 1.2738
C -6.6283 -2.8922 0.1535
O -6.4091 -4.0257 -0.1007
O -7.3535 -2.0525 -0.6337
F -6.6286 -0.2400 2.2004
H -8.4644 -0.8234 0.6040
H -7.4728 0.0283 -0.5945
H -5.4102 -0.4595 0.6193

Summary:
E_HOMO	-9.139	eV
lowest unoccupied orbital energy	-1.317	eV
SMILES	CC(=O)OC(=O)Cc1cc(S)c2c(c1)C(=O)c1cc(Cl)ccc1C2=O.O=C1OC[C@@H](F)O1.O=C1OC[C@@H](F)O1
HOMO-LUMO gap	0.287	Ha

***

(4)
The following is a quantum chemistry calculation of a molecular structure, C11H21AlO5PS in a non-equilibrium geometry, from the OMol25 dataset.

Geometry (Å):
C -3.1008 -0.9586 1.3142
C -2.6062 0.2091 1.0134
C -2.3648 0.6676 -0.3878
C -1.1081 0.0297 -1.0027
O -1.3342 0.0118 -2.4080
Al -0.8184 1.6379 -2.9863
P -2.7879 2.9191 -3.3081
S -4.4007 1.8324 -3.7295
O 0.1479 1.9601 -1.4973
C 0.1930 0.8056 -0.6741
C 1.4971 0.1568 -1.1068
C 2.6723 1.0837 -1.0647
O 3.7230 0.7161 -1.4537
O 0.1099 1.3589 0.6452
C 0.8781 0.7205 1.6374
C 0.5135 -0.7437 1.9306
O 1.6715 -1.3745 2.4937
C 1.9992 -2.5976 1.8816
C 3.4368 -2.9491 2.2742
H -3.7869 -1.4905 0.6755
H -2.8488 -1.4135 2.2622
H -2.3778 0.8811 1.8271
H -2.3044 1.7521 -0.4161
H -3.2019 0.3619 -1.0051
H -1.1198 -1.0355 -0.7507
H 0.1388 1.7120 -4.2547
H -2.5545 3.7863 -4.4098
H -3.0304 3.7443 -2.1792
H 1.6730 -0.7741 -0.5675
H 1.3591 -0.1270 -2.1437
H 2.6032 2.1035 -0.6574
H 0.6887 1.2724 2.5530
H 1.9578 0.7787 1.4758
H 0.1108 -1.2813 1.0791
H -0.2446 -0.7727 2.7106
H 1.3346 -3.3975 2.2245
H 1.9495 -2.5641 0.7928
H 4.1366 -2.6448 1.5068
H 3.5375 -3.9955 2.5313
H 3.6581 -2.3815 3.1742

Summary:
total charge	-1
E_HOMO	-4.512	eV
lowest unoccupied orbital energy	2.848	eV
HOMO-LUMO gap	0.270	Ha

***

(5)
The following is a quantum chemistry calculation of a gas-phase ion, C3H3OS (charge +1) in a non-equilibrium geometry, from the OMol25 dataset.

Geometry (Å):
C 0.7306 -0.3303 -0.1783
C 1.3323 -0.7350 0.8320
C -0.4211 0.7230 -0.5347
O -1.5796 0.7162 -0.0353
S -2.8631 0.0499 0.7030
H 1.0728 -0.8478 -1.1816
H 1.9622 -1.0683 1.6694
H -0.2342 1.4924 -1.2746

Summary:
energy relative to the best compared isomer or geometry (same formula, charge and spin)	6.543	eV
total charge	+1
E_HOMO (alpha / beta)	-13.009 / -13.191	eV
lowest unoccupied orbital energy (alpha / beta)	-8.118 / -7.875	eV
HOMO-LUMO gap (alpha / beta)	0.180 / 0.195	Ha

***

(6)
The following is a quantum chemistry calculation of 2 unconnected molecules or ions with the total composition C8H17N3O7P2S in a non-equilibrium geometry, from the OMol25 dataset.

Geometry (Å):
C -0.1740 3.5783 -0.8959
C -1.3593 3.1268 -0.8952
C -2.8405 2.6760 -0.4852
C -3.0566 1.0868 -0.5828
C -1.8339 0.2873 -1.2236
N -0.6991 0.0551 -0.3006
O -0.6329 0.6637 0.9224
C -1.2747 -0.1721 1.9383
C -2.1111 0.7018 3.0037
C 0.3300 -0.7828 -0.6439
N 1.4608 -0.9332 0.3072
N 0.4430 -1.5629 -1.8722
P 1.2256 -3.1193 -1.4960
O 2.8797 -3.0486 -1.6604
O 0.7043 -3.7740 -0.0038
S 0.5546 -4.3664 -2.8710
H 0.7417 4.2547 -0.8412
H -3.0705 2.9831 0.5971
H -3.5881 3.2314 -1.1410
H -3.3757 0.7112 0.4473
H -3.9632 0.8927 -1.2695
H -1.4200 0.7413 -2.1846
H -2.2522 -0.7534 -1.5189
H -2.0470 -0.8149 1.3744
H -0.5517 -0.8195 2.5338
H -3.0331 0.0897 3.3316
H -2.5315 1.6632 2.5499
H -1.5266 0.9575 3.9442
H 1.8691 0.0045 0.4987
H 1.1429 -1.3854 1.1809
H -0.4657 -1.8466 -2.2669
H 3.2457 -2.3434 -1.0592
H 1.5065 -3.8647 0.5638
O 6.3811 0.5215 0.9100
P 5.1451 0.3761 0.0035
O 5.5520 0.5634 -1.4716
O 4.0956 1.4482 0.3845
O 4.5296 -1.0270 0.1920

Summary:
total charge	-2
E_HOMO	1.663	eV
lowest unoccupied orbital energy	3.740	eV
HOMO-LUMO gap	0.076	Ha

***

Summary of energy in eV
-14985.7209, -10188.7982, -76479.3392, -48708.2103, -16026.9114, -56780.4910
(order as listed above)